Density functional theory data (ωB97M-V/def2-TZVPD) for C7H16LaO4 as an isolated structure.

Geometry as XYZ:
```
28
Properties=species:S:1:pos:R:3:forces:R:3
C -0.754 -2.585 -1.007 -1.37 -0.99 -0.54
O -1.061 -1.356 -0.379 -1.05 3.41 2.48
H -1.178 -2.529 -2.019 0.14 -0.56 0.19
H 0.338 -2.684 -1.076 -0.28 0.06 0.26
H -1.193 -3.403 -0.415 0.37 0.08 -0.45
C -2.060 1.894 -2.347 0.57 0.20 -0.77
O -1.920 1.048 -1.280 -0.50 0.19 1.01
C -2.973 0.100 -1.048 -1.10 -1.75 -1.33
C -2.535 -0.860 0.050 -0.20 -1.96 -1.16
O 0.074 0.686 1.759 -0.18 -0.04 -1.28
C 1.159 1.036 2.565 0.81 0.51 0.92
C 2.454 0.469 1.997 0.20 -0.33 0.98
O 2.468 0.759 0.592 -0.48 0.17 -0.35
C 3.669 0.419 -0.083 1.01 -0.14 -0.05
H -1.793 2.934 -2.158 -0.22 -0.30 -0.11
H -1.964 1.384 -3.304 -0.40 0.41 -0.08
H -3.149 -0.447 -1.987 -0.02 0.35 0.05
H -3.882 0.651 -0.773 0.21 -0.25 0.05
H -3.025 -0.419 0.925 2.87 0.94 1.66
H -2.999 -1.818 0.336 -0.50 -0.12 -1.92
H 1.045 0.652 3.595 -0.04 0.13 -0.39
H 1.256 2.137 2.640 -0.13 -0.39 -0.01
H 2.492 -0.627 2.118 0.05 0.29 -0.02
H 3.339 0.918 2.470 -0.26 -0.13 -0.09
H 3.496 0.523 -1.159 0.08 -0.02 0.08
H 4.474 1.106 0.215 -0.20 -0.18 -0.13
H 3.968 -0.612 0.156 -0.09 0.25 -0.12
La 0.254 0.625 -0.384 0.72 0.18 1.12
```
Forces are in eV/Å.

Values from the calculation:
- Expectation value of S²: 0.753
- HOMO-LUMO gap (spin up / spin down): 0.325 / 0.325 Ha
- 2S+1: 2
- Highest occupied orbital energy (spin up / spin down): -16.415 / -17.010 eV
- Net charge: +2